(1)
DFT (wB97M-V/def2-TZVPD) results for 2 unconnected molecules or ions with the total composition C2H2N3O.

Last column: Mulliken charge in e.
Element x y z (Å)
H: 0.12 -0.86 -0.35  0.34
N: 0.16 0.10 0.14  -0.23
H: 1.12 0.58 0.31  0.32
N: -1.97 2.50 1.63  -0.40
N: -3.77 1.61 -0.01  0.45
O: -3.72 2.36 0.80  0.12
C: -0.96 0.66 0.33  -0.19
C: -1.24 1.79 1.04  0.59

Summary:
total charge: +1
LUMO level (spin up / spin down): -7.07 / -7.06 eV
orbital gap (spin up / spin down): 7.43 / 7.44 eV

(2)
DFT (wB97M-V/def2-TZVPD) results for 3 unconnected molecules or ions with the total composition C40H46BNO7Si.

Last column: Mulliken charge in e.
Element x y z (Å)
C: -8.35 2.99 4.71  -0.55
H: -1.89 4.87 2.86  0.31
C: -9.23 0.51 7.49  0.18
H: 4.96 1.58 -0.97  0.14
H: 4.86 -2.23 -2.69  0.25
H: -3.09 0.81 2.41  0.21
H: -4.87 2.51 6.35  0.55
H: 7.41 -0.27 -2.42  0.35
H: -0.33 -1.43 -8.65  0.39
C: 2.85 1.94 -1.98  -0.46
H: -11.06 -1.62 9.41  0.39
O: 4.48 -4.89 -9.93  -0.68
O: -5.69 0.87 8.05  -0.68
H: 7.50 -4.43 -4.69  0.40
H: -9.32 3.13 4.24  0.45
C: 2.10 -3.43 -9.94  -0.55
C: -8.93 -1.33 9.57  -0.46
C: 4.81 -3.56 -6.60  0.00
H: -3.39 1.45 4.20  0.24
C: 1.47 -2.01 -7.62  -0.46
H: 0.13 1.44 -1.82  0.37
C: 4.71 0.09 -2.71  -0.28
C: -0.70 2.10 0.20  -0.72
H: 5.48 -3.00 -4.62  0.37
C: -5.99 3.49 4.80  -0.48
H: -7.34 4.31 3.33  0.40
H: 6.81 -3.81 -2.19  0.07
C: 6.24 -5.13 -7.77  -0.70
C: 4.06 0.97 -1.45  -0.62
C: 2.97 -3.46 -8.84  0.21
C: -9.40 1.46 6.36  0.63
C: 4.20 -4.26 -8.91  0.61
C: 5.68 -3.60 -5.50  -0.16
H: -4.24 2.28 2.72  0.24
C: 7.09 -5.18 -6.67  -0.55
B: -1.92 2.79 2.97  0.72
C: 7.29 -3.48 -1.15  -0.41
C: -7.97 0.29 8.04  0.22
H: 2.17 1.34 -2.74  0.21
C: -5.85 2.64 5.90  -0.83
H: 6.46 -5.74 -8.65  0.46
H: 7.97 -5.82 -6.69  0.39
H: 3.82 -0.14 -3.45  0.07
C: -10.35 -0.17 7.99  -0.55
H: -6.83 -0.82 9.51  0.45
H: 6.48 -3.81 -0.34  0.23
H: 2.47 1.94 0.31  0.13
H: 0.64 2.88 4.55  0.23
H: 7.29 -1.96 -3.27  0.13
H: 1.23 5.40 2.59  0.23
H: 2.42 3.22 4.05  0.29
H: 5.01 -1.47 -0.96  0.35
H: -1.78 1.66 -0.04  0.34
H: 2.05 5.60 4.27  0.29
H: 5.61 0.66 -3.24  0.33
H: 3.20 2.93 -2.50  0.27
H: 1.69 3.45 -0.54  0.36
C: 0.59 -1.99 -8.71  -0.51
C: 0.91 -2.69 -9.87  -0.45
C: 6.98 -1.36 -2.29  -0.38
H: 3.60 0.20 -0.68  0.27
C: -3.24 1.78 3.08  -0.81
C: 5.34 -1.33 -2.09  -0.32
H: 1.21 -1.46 -6.71  0.47
C: -7.82 -0.63 9.08  -0.55
O: 1.13 2.96 2.37  -0.46
H: 0.23 -2.68 -10.72  0.39
C: -6.79 1.03 7.54  0.55
H: -1.13 -0.18 2.54  0.23
C: -10.19 -1.09 9.03  -0.45
C: 6.82 -4.40 -5.54  -0.40
C: 1.13 5.07 3.73  -0.81
H: -0.73 3.27 -0.06  0.26
H: 0.12 5.48 4.17  0.13
H: 2.34 -3.98 -10.85  0.45
C: 1.29 3.44 3.75  -0.14
C: -8.21 2.14 5.82  0.24
C: 1.91 2.29 -0.68  -0.36
O: -10.51 1.66 5.89  -0.68
O: 7.54 -2.02 -1.07  -0.43
O: -2.04 4.15 3.55  -0.62
H: 8.31 -4.05 -1.05  0.25
Si: -0.35 2.05 2.13  0.21
C: 0.49 1.40 -0.69  -0.59
C: 5.10 -4.32 -7.74  0.43
H: 0.67 0.27 -0.39  0.18
O: 3.34 -2.07 -5.54  -0.67
C: -6.96 1.96 6.40  0.27
C: 3.59 -2.74 -6.54  0.37
C: -7.24 3.66 4.20  -0.61
H: -11.34 0.00 7.57  0.45
H: -8.80 -2.05 10.37  0.39
C: 2.66 -2.74 -7.69  0.13
H: -5.12 4.02 4.40  0.64
N: -0.16 0.26 2.50  -0.68
H: 0.27 0.13 3.45  0.26

Summary:
SMILES: CCO[Si@](N)(CCCCCCCCOC)B(C)O.O=C1c2ccccc2C(=O)c2ccccc21.O=C1c2ccccc2C(=O)c2ccccc21
LUMO level: -1.11 eV
orbital gap: 7.90 eV